The following is a DFT calculation (ωB97M-V/def2-TZVPD) of 2 unconnected molecules or ions with the total composition C6H17NP at a distorted geometry.

Calculated values
Charge: +1
Kohn-Sham gap, eV: 9.779

Structure (XYZ):
```
25
Properties=species:S:1:pos:R:3:forces:R:3
H 1.558222 -0.843291 1.846662 -0.1 0.0 -0.1
C 2.550793 1.013982 -1.174872 -0.1 0.0 0.2
C -3.375695 0.035198 -0.169071 0.2 -0.1 -0.1
H 3.317160 1.094703 -0.409165 0.1 0.0 0.0
C -0.773425 -2.066861 -0.430979 0.3 3.2 1.9
H 1.817392 -0.939116 -0.616606 -0.2 0.0 0.1
H 0.144015 -2.529840 -0.122438 0.2 -0.2 0.0
H -1.655533 -2.439957 0.053529 -0.2 -0.1 0.1
N 0.728309 0.500932 0.459653 -0.1 0.4 0.0
C 1.431851 0.066599 -0.782919 0.5 -0.1 -0.8
H 0.686893 0.034642 -1.579069 0.0 0.0 0.2
H 2.166209 2.006430 -1.398405 0.0 0.1 0.0
P -1.814951 0.940819 -0.501794 0.0 0.0 0.3
H -2.010643 1.946516 0.470262 0.0 0.3 0.0
H 0.641172 1.523317 0.364760 0.1 -0.1 0.1
H 3.030505 0.634875 -2.072146 0.0 0.0 -0.1
C 1.515495 0.230260 1.673641 0.5 -0.1 0.7
H -0.932009 -0.289100 1.566879 0.1 0.2 0.1
H -3.451441 -0.805556 -0.855219 -0.1 0.0 0.0
H -0.871629 -1.812666 -1.466393 0.0 0.1 -0.4
H -4.207837 0.707849 -0.371443 0.0 0.0 0.0
H 1.056157 0.712033 2.533860 -0.1 0.0 -0.1
H -3.433412 -0.314501 0.859052 -0.1 0.0 0.0
H 2.527438 0.613198 1.563687 -0.1 0.0 -0.1
C -0.645037 -0.020476 0.558529 -1.1 -3.4 -2.1
```
Forces are in eV/Å.

Charges in e, computed with Löwdin, in the same order as the atoms:
1. H 0.117
2. C -0.048
3. C -0.340
4. H 0.077
5. C 0.116
6. H 0.129
7. H 0.020
8. H 0.026
9. N -0.235
10. C -0.212
11. H 0.102
12. H 0.091
13. P 0.865
14. H -0.049
15. H 0.162
16. H 0.096
17. C 0.009
18. H 0.086
19. H 0.030
20. H 0.026
21. H 0.041
22. H 0.115
23. H 0.043
24. H 0.102
25. C -0.368

=====

The following is a DFT calculation (ωB97M-V/def2-TZVPD) of 5 unconnected molecules or ions with the total composition C6H17O6.

Calculated values
Charge: -1
Kohn-Sham gap, eV: 8.801

Structure (XYZ):
```
29
Properties=species:S:1:pos:R:3:forces:R:3
C -0.325833 -1.372769 -1.588875 0.0 -0.2 0.3
O -1.062517 2.174892 -1.875536 0.0 -0.1 -0.2
H -0.660564 -1.963803 -2.432360 0.2 0.2 -0.3
H 1.342777 2.102712 -1.236305 -0.1 0.1 -0.2
H -0.689707 1.720207 2.896855 -0.1 0.4 -0.2
H 2.262360 0.084165 -0.228359 0.1 0.1 0.0
C 0.766361 1.628662 -0.446975 0.0 -0.2 0.0
O -1.546830 1.462104 0.190672 0.3 -0.2 -0.3
C 1.179089 0.153805 -0.349411 -0.2 -0.3 0.6
O 1.971838 -3.381062 0.756995 0.1 0.0 -0.1
H -1.234796 0.482634 1.289191 -0.2 -0.3 0.4
H -1.260251 2.489703 1.714142 0.2 0.0 0.4
H -2.064548 -0.154675 2.499879 0.1 0.0 -0.1
H 1.180111 -3.114119 1.272246 0.1 0.0 -0.2
H 1.870606 -2.933519 -0.092148 -0.1 0.0 0.2
H -0.965597 -2.942939 1.057252 0.1 0.3 0.2
C 1.630527 -0.453844 -2.782791 0.2 0.3 -0.3
O -0.445792 -2.700266 1.833623 0.0 -0.1 0.2
C 0.772486 -0.621921 -1.568105 0.0 -0.4 0.0
H -0.973586 -1.440019 -0.726530 0.0 0.1 0.2
H 2.713401 -0.464142 -2.555400 -0.5 -0.2 0.0
O -0.907323 2.627832 2.622165 0.0 0.0 0.0
O -1.171267 -0.134170 2.140501 0.0 0.2 -0.4
H 1.383878 -1.204618 -3.532961 0.2 -0.1 0.0
H -0.589454 -1.729987 1.988463 -0.3 -0.3 -0.2
H 1.424578 0.516879 -3.244968 0.0 0.1 0.1
H 1.017635 2.132927 0.489529 -0.2 0.0 0.0
C -0.735134 1.759451 -0.768984 0.0 0.5 0.4
H 0.757370 -0.316507 0.557864 0.0 0.3 -0.4
```
Forces are in eV/Å.

Charges in e, computed with Löwdin, in the same order as the atoms:
1. C 0.051
2. O 0.003
3. H 0.059
4. H 0.101
5. H 0.003
6. H 0.111
7. C -0.102
8. O -0.111
9. C -0.171
10. O -0.102
11. H 0.021
12. H 0.003
13. H 0.059
14. H -0.018
15. H 0.005
16. H 0.040
17. C -0.065
18. O -0.093
19. C -0.382
20. H 0.053
21. H 0.082
22. O -0.112
23. O -0.138
24. H 0.070
25. H 0.004
26. H 0.083
27. H 0.109
28. C -0.661
29. H 0.101

=====

The following is a DFT calculation (ωB97M-V/def2-TZVPD) of a molecular structure, C6H18AlO3 at a distorted geometry.

Calculated values
Charge: +3
Kohn-Sham gap, eV: 2.466

Structure (XYZ):
```
28
Properties=species:S:1:pos:R:3:forces:R:3
C -3.576825 -2.373624 0.692105 -2.9 2.4 -0.9
O 1.782056 1.262280 2.290099 -1.5 -0.9 0.4
C -4.836370 -1.672962 0.126146 0.3 -1.2 0.2
H 2.397552 -0.673552 -1.758570 0.8 -0.5 0.7
H 3.008385 3.684422 1.483101 -0.7 0.8 -0.5
H -5.748058 -2.258607 0.244323 0.2 -0.2 0.2
C 3.042832 1.640103 2.005691 1.6 -0.5 -2.8
C 1.244281 0.799012 -2.505684 -0.2 0.1 0.0
H 2.229741 2.540578 0.232298 0.0 0.4 0.2
C 3.030835 2.736804 0.944943 0.4 0.4 1.7
H 1.566160 1.567243 -1.802602 0.1 0.0 0.5
H 0.248680 1.131442 -2.799545 -0.6 -0.5 0.2
H 1.239439 -1.434273 -2.793846 0.0 -0.1 -0.1
O 0.424661 -1.006109 -0.945823 1.1 0.6 -0.9
H -5.055605 -0.699007 0.563695 0.2 0.3 0.3
H 4.020169 2.819247 0.494928 0.4 -0.3 -0.2
H -4.735655 -1.529454 -0.949664 0.1 0.1 -0.3
Al 0.127427 -1.201404 1.934490 -0.1 0.0 -0.2
H -3.425101 -3.308861 0.153202 0.4 -1.0 -0.3
H 0.179116 -1.887179 -1.237385 -0.6 -0.8 0.4
H -3.749780 -2.666140 1.727771 0.4 -0.2 0.6
H 1.301427 2.070759 2.482375 -0.7 0.5 0.3
C 1.338534 -0.676593 -2.016547 -1.1 1.8 -0.6
H 1.870197 1.012076 -3.372249 0.4 -0.7 0.0
H 3.585480 0.792854 1.586394 0.0 -1.0 0.0
O -2.474802 -1.544595 0.493864 1.5 -0.9 0.5
H -2.739080 -0.872645 -0.138780 -0.2 0.7 -0.2
H 3.704304 1.748185 2.865270 0.4 0.9 0.9
```
Forces are in eV/Å.

Charges in e, computed with Löwdin, in the same order as the atoms:
1. C -0.192
2. O -0.024
3. C -0.007
4. H 0.173
5. H 0.124
6. H 0.113
7. C -0.253
8. C 0.018
9. H 0.083
10. C 0.032
11. H 0.077
12. H 0.116
13. H 0.162
14. O -0.075
15. H 0.114
16. H 0.134
17. H 0.108
18. Al 1.299
19. H 0.179
20. H 0.113
21. H 0.170
22. H 0.144
23. C -0.141
24. H 0.122
25. H 0.154
26. O -0.061
27. H 0.119
28. H 0.199

=====

The following is a DFT calculation (ωB97M-V/def2-TZVPD) of a molecular structure, C6H18Cl3O3S3V at a distorted geometry.

Calculated values
Charge: 0
Kohn-Sham gap (alpha / beta), eV: 8.255 / 8.329
2S+1: 3

Structure (XYZ):
```
34
Properties=species:S:1:pos:R:3:forces:R:3
H -11.498306 9.784505 17.451318 -0.1 0.0 0.2
H -13.284960 2.365558 16.271406 0.1 0.2 -0.2
H -15.101120 3.201271 14.936156 -0.6 -0.1 0.1
H -12.861786 8.836079 14.106565 -0.6 0.6 -0.1
C -12.208536 9.771828 16.627842 0.2 -0.1 -0.2
S -14.812738 3.898826 17.194022 -0.4 1.5 0.4
H -16.246639 4.596173 15.384336 -0.2 -0.4 0.2
C -13.539359 8.291196 14.758139 0.7 -1.1 1.2
H -14.575820 4.851171 14.984004 0.1 0.0 0.4
Cl -16.559681 7.580542 17.132070 0.6 -0.3 0.7
Cl -16.175817 5.732469 20.469823 0.8 0.7 -1.0
Cl -14.563776 9.254329 19.788063 -0.4 -1.2 -0.5
H -13.703595 7.316168 14.302417 -0.2 0.0 0.1
S -12.521240 8.013600 16.257378 -0.5 0.8 0.4
H -12.838767 2.734356 17.897389 -0.2 0.3 0.2
S -11.847815 5.693986 19.949861 0.2 0.4 -0.5
H -11.080601 4.300026 21.740124 0.1 0.1 -0.3
O -13.016984 6.618388 19.837933 -0.1 -0.1 0.3
H -10.361307 7.417375 20.973912 -0.6 -0.2 0.1
H -11.864977 5.721612 22.388631 -0.5 0.2 -0.2
H -11.764994 10.321560 15.795618 0.0 -0.3 -0.2
O -14.506595 5.301754 17.709748 0.0 -1.3 -0.3
H -14.461401 8.677144 15.192702 -0.1 0.5 -0.7
C -10.388247 6.755768 20.105154 0.8 0.3 0.2
C -11.915006 4.992256 21.583467 0.6 -0.6 0.3
H -13.138817 10.258640 16.916455 -0.1 -0.3 0.1
H -12.488161 3.956875 16.655664 -0.1 0.0 -0.2
C -15.263180 4.143174 15.459272 1.0 0.3 -0.2
C -13.195519 3.195357 16.977379 0.3 -0.7 -0.2
H -10.239399 7.410699 19.245515 -0.6 -0.3 -0.2
H -9.471049 6.160359 20.146865 -0.3 -0.4 0.1
V -14.925075 7.012322 18.817336 -0.2 0.9 0.2
O -13.426670 7.606589 17.382758 0.5 0.0 -0.7
H -12.802930 4.361645 21.586618 -0.3 0.4 0.2
```
Forces are in eV/Å.

Charges in e, computed with Löwdin, in the same order as the atoms:
1. H 0.046
2. H 0.058
3. H 0.054
4. H 0.052
5. C -0.234
6. S 0.932
7. H 0.057
8. C -0.221
9. H 0.055
10. Cl -0.102
11. Cl -0.145
12. Cl -0.142
13. H 0.037
14. S 0.879
15. H 0.055
16. S 0.873
17. H 0.060
18. O -0.671
19. H 0.068
20. H 0.071
21. H 0.054
22. O -0.724
23. H 0.043
24. C -0.236
25. C -0.244
26. H 0.062
27. H 0.067
28. C -0.227
29. C -0.254
30. H 0.050
31. H 0.056
32. V 0.236
33. O -0.722
34. H 0.059

=====

Asked for relative energy (zero: lowest compared OMol25 entry of this formula, charge and spin) across the records above, the calculation gives 164.7, 0.0, 392.9, 0.0 kJ/mol in order.
Asked for E_tot across the records above, the calculation gives -17267.5765, -18785.6695, -19213.4868, -108418.7862 eV in order.